DFT (ωB97M-V/def2-TZVPD) results for a molecular structure, C23H49N3O30S5Ti.

CARTESIAN COORDINATES (ANGSTROEM)
Ti1 -0.391 -1.100 0.360
S1 0.327 1.183 0.848
O1 1.076 0.293 0.017
O2 0.719 2.528 1.108
O3 -0.917 0.799 0.240
O4 0.155 0.139 1.846
S2 -2.574 -1.656 2.925
O5 -3.616 -0.694 3.246
O6 -1.655 -1.616 1.773
O7 -2.078 -1.627 4.286
O8 -3.447 -2.771 3.239
S3 -0.869 -2.457 -1.594
O9 -1.252 -3.130 -2.847
O10 -0.763 -3.003 -0.219
O11 0.340 -1.774 -1.389
O12 -1.643 -1.375 -1.154
C1 0.854 3.634 -1.763
N1 -0.395 4.378 -1.947
O13 -0.761 5.092 -1.062
O14 -1.052 4.230 -2.949
H1 0.659 2.603 -1.468
H2 1.316 4.068 -0.876
H3 1.447 3.595 -2.677
C2 -4.244 -1.571 -2.562
N2 -4.866 -1.897 -1.259
O15 -4.231 -2.596 -0.433
O16 -6.012 -1.464 -1.131
H4 -3.459 -2.327 -2.585
H5 -3.917 -0.591 -2.215
H6 -5.024 -1.542 -3.323
C3 -2.458 -5.427 0.774
N3 -1.105 -5.741 1.255
O17 -0.569 -4.825 1.860
O18 -0.461 -6.744 0.943
H7 -2.697 -4.464 1.225
H8 -3.131 -6.235 1.061
H9 -2.316 -5.334 -0.303
C4 4.176 -1.685 -3.539
C5 4.443 -2.735 -4.555
C6 4.062 -1.948 -5.881
O19 3.000 -1.060 -5.465
C7 3.032 -0.842 -4.097
H10 5.030 -1.033 -3.358
H11 3.903 -2.071 -2.557
H12 3.825 -3.632 -4.514
H13 5.495 -3.023 -4.562
H14 3.663 -2.595 -6.662
H15 4.938 -1.421 -6.258
H16 2.040 -1.076 -3.711
H17 3.341 0.202 -4.038
C8 2.748 -1.782 2.925
C9 3.396 -2.273 1.644
C10 2.318 -2.813 0.710
O20 1.122 -2.183 1.316
C11 1.210 -2.218 2.723
H18 2.725 -0.710 3.122
H19 3.125 -2.253 3.832
H20 4.224 -2.963 1.808
H21 3.894 -1.533 1.017
H22 2.108 -3.883 0.700
H23 2.574 -2.688 -0.342
H24 0.916 -3.181 3.139
H25 0.589 -1.595 3.368
C12 -2.114 2.294 3.760
C13 -1.053 1.729 4.700
C14 -1.800 1.030 5.866
O21 -3.190 1.023 5.450
C15 -3.469 2.038 4.446
H26 -1.973 1.838 2.780
H27 -1.998 3.373 3.659
H28 -0.463 2.560 5.086
H29 -0.373 1.067 4.165
H30 -1.747 1.727 6.702
H31 -1.433 0.040 6.136
H32 -3.978 2.905 4.866
H33 -4.231 1.620 3.789
C16 3.564 3.239 2.587
C17 4.282 2.444 3.560
C18 5.632 2.151 2.924
O22 5.361 2.252 1.562
C19 4.026 2.468 1.317
H34 3.889 4.280 2.595
H35 2.486 3.337 2.716
H36 3.819 1.472 3.732
H37 4.509 3.030 4.450
H38 5.897 1.155 3.280
H39 6.462 2.802 3.201
H40 3.526 1.503 1.234
H41 3.904 2.947 0.345
C20 -3.082 3.678 0.431
C21 -3.444 3.122 -0.945
O23 -4.740 2.670 -0.964
S4 -5.151 2.061 0.541
O24 -4.666 0.633 0.607
O25 -6.565 2.256 0.795
O26 -4.108 3.190 1.225
H42 -3.183 4.756 0.307
H43 -2.046 3.499 0.718
H44 -2.773 2.304 -1.209
H45 -3.315 3.873 -1.725
C22 -0.751 -0.691 -5.421
C23 -0.174 0.651 -5.880
O27 -0.797 1.713 -5.109
S5 -1.616 1.121 -3.789
O28 -2.914 1.774 -3.569
O29 -0.636 0.923 -2.719
O30 -1.864 -0.275 -4.655
H46 -0.076 -1.234 -4.759
H47 -1.119 -1.381 -6.180
H48 -0.309 0.824 -6.948
H49 0.896 0.619 -5.673

DFT total energy, eV: -167814.74269
Net charge: -2
Orbital gap, eV: 3.6

Löwdin atomic charge list, values in e, 8 entries:
1. Ti 1.156
2. S 0.290
3. O -0.324
4. O -0.219
5. O -0.320
6. O -0.350
7. S 0.258
8. O -0.332